DFT (ωB97M-V with the def2-TZVPD basis set) results for the molecule C11H17FO at a distorted geometry.

total charge	0
orbital gap	9.046	eV

```
30
Properties=species:S:1:pos:R:3:lowdin_charge:R:1
C -2.848 -0.750 2.072 -0.146
C -2.387 0.609 1.710 -0.238
C -1.883 0.609 0.155 -0.123
C -0.775 -0.486 -0.162 -0.331
C -1.191 -1.531 -1.237 -0.065
C 0.530 0.187 -0.437 -0.183
F 0.798 1.304 0.397 -0.013
C 1.205 0.001 -1.590 -0.043
C 2.463 0.447 -2.082 -0.144
C 3.569 0.598 -1.422 -0.109
C 3.531 0.652 0.067 -0.109
C 4.286 -0.018 0.901 -0.176
O 4.281 0.154 2.289 -0.050
H -2.525 -1.020 3.148 0.099
H -3.956 -0.984 1.922 0.095
H -2.338 -1.505 1.412 0.051
H -3.227 1.286 1.631 0.097
H -1.547 0.914 2.264 0.084
H -2.745 0.523 -0.494 0.099
H -1.373 1.602 -0.004 0.112
H -0.649 -1.044 0.780 0.125
H -1.446 -0.933 -2.070 0.064
H -0.399 -2.311 -1.401 0.098
H -2.052 -2.128 -0.769 0.101
H 0.715 -0.653 -2.290 0.095
H 2.723 0.277 -3.175 0.126
H 4.607 0.675 -1.879 0.131
H 2.766 1.270 0.606 0.115
H 5.049 -0.750 0.758 0.115
H 3.707 0.847 2.725 0.124
```

***

DFT (ωB97M-V with the def2-TZVPD basis set) results for a structure of composition C11H17FeNO at a distorted geometry.

total charge	-1
orbital gap (spin up / spin down)	6.053 / 6.329	eV
spin multiplicity	6

```
31
Properties=species:S:1:pos:R:3:lowdin_charge:R:1
C -0.970 0.573 -2.454 -0.180
C 0.382 0.105 -2.526 -0.186
C 1.194 0.966 -1.715 -0.180
C 0.333 1.954 -1.114 -0.195
C -1.012 1.702 -1.567 -0.183
Fe -0.299 -0.012 -0.448 0.717
C -0.556 -2.134 -0.821 -0.142
C -2.006 -1.840 -0.646 -0.614
C -3.081 -2.605 -1.085 -0.061
N -2.089 -0.632 -0.040 -0.075
H 2.276 0.917 -1.617 0.102
H 0.746 -0.716 -3.133 0.099
H 0.650 2.772 -0.469 0.094
H -1.889 2.298 -1.314 0.100
H -1.809 0.178 -3.021 0.106
H -0.249 -2.562 -1.775 0.029
H -2.983 -0.341 0.351 0.051
H -0.090 -2.561 0.074 0.042
H -2.844 -3.522 -1.615 -0.004
H -4.104 -2.315 -0.852 -0.002
C 0.723 1.296 2.981 -0.074
C 1.510 0.822 1.769 -0.588
C 2.787 0.103 2.161 -0.079
O 0.743 -0.101 1.055 -0.310
H 0.619 0.464 3.690 0.074
H -0.282 1.629 2.701 0.072
H 1.228 2.123 3.494 0.066
H 1.767 1.712 1.151 0.109
H 2.558 -0.657 2.918 0.074
H 3.219 -0.407 1.296 0.072
H 3.528 0.791 2.572 0.064
```

***

DFT (ωB97M-V with the def2-TZVPD basis set) results for the molecule C11H17N5O4 at a distorted geometry.

total charge	0
orbital gap	9.603	eV

```
37
Properties=species:S:1:pos:R:3:lowdin_charge:R:1
N 4.335 2.559 -2.135 0.084
C 4.959 1.917 -0.991 -0.445
O 6.143 2.331 -0.622 -0.069
C 4.394 0.684 -0.153 -0.125
C 2.848 1.074 0.185 -0.174
C 2.084 -0.020 0.884 -0.325
N 2.404 -1.467 0.387 -0.004
C 0.660 0.257 0.614 -0.533
O 0.217 1.331 0.344 0.096
N -0.167 -0.788 0.862 0.083
C -1.431 -0.898 0.256 -0.232
C -2.468 0.109 0.643 -0.077
C -3.841 -0.302 0.608 -0.262
C -4.791 -0.187 1.455 -0.093
N -5.832 -0.872 1.057 0.073
C -5.539 -1.404 -0.086 -0.164
N -4.296 -1.135 -0.416 0.112
C -1.284 -0.988 -1.301 -0.406
O -0.211 -0.845 -1.890 0.074
O -2.391 -1.487 -1.964 0.008
H 3.372 2.894 -1.814 0.096
H 4.779 3.453 -2.439 0.102
H 5.342 0.564 0.676 0.173
H 4.473 -0.280 -0.970 0.156
H 2.127 1.390 -0.880 0.198
H 2.814 2.093 0.842 0.164
H 2.315 -0.150 1.919 0.140
H 2.533 -1.440 -0.740 0.140
H 3.311 -1.804 0.917 0.115
H 0.419 -1.670 0.789 0.146
H -1.589 -1.952 0.478 0.165
H -2.316 0.952 0.136 0.089
H -2.209 0.519 1.633 0.152
H -4.938 0.366 2.378 0.147
H -6.754 -0.933 1.369 0.148
H -6.192 -2.152 -0.620 0.160
H -3.279 -1.723 -1.409 0.091
```

***

DFT (ωB97M-V with the def2-TZVPD basis set) results for the molecule C11H17NO8 at a distorted geometry.

total charge	0
orbital gap	9.572	eV

```
37
Properties=species:S:1:pos:R:3:lowdin_charge:R:1
O -1.715 1.758 -0.947 0.061
C -2.214 1.108 -1.857 -0.133
C -2.863 -0.201 -1.428 -0.265
O -4.152 -0.078 -0.733 0.000
C -1.875 -1.060 -0.601 -0.233
O -2.514 -2.340 -0.409 -0.024
C -0.487 -1.254 -1.326 -0.216
O -0.569 -1.636 -2.732 -0.010
C 0.359 -2.400 -0.651 -0.254
O -0.282 -3.673 -0.944 -0.046
C 0.480 -2.243 0.899 -0.079
O 0.622 -0.872 1.364 0.003
C 1.831 -0.287 1.187 -0.371
O 2.770 -0.783 0.542 0.097
C 1.951 1.133 1.782 -0.207
C 0.958 2.163 1.189 -0.110
C 1.709 3.502 1.120 -0.052
C 3.174 3.035 1.223 -0.479
O 4.155 3.713 1.011 0.069
N 3.243 1.734 1.576 0.111
H -2.306 1.448 -2.888 0.137
H -3.028 -0.765 -2.345 0.148
H -4.111 0.583 -0.049 0.092
H -1.673 -0.520 0.340 0.153
H -3.467 -2.154 -0.435 0.108
H 0.114 -0.373 -1.227 0.134
H -0.678 -2.594 -2.724 0.085
H 1.376 -2.381 -1.083 0.156
H -1.203 -3.580 -0.584 0.086
H -0.375 -2.717 1.401 0.137
H 1.368 -2.810 1.263 0.144
H 1.823 1.078 2.843 0.145
H 0.015 2.247 1.776 0.131
H 0.668 1.800 0.214 0.093
H 1.453 4.172 1.926 0.116
H 1.480 4.053 0.239 0.110
H 3.962 1.192 1.070 0.167
```

***

DFT (ωB97M-V with the def2-TZVPD basis set) results for a structure of composition C11H17NOS at a distorted geometry.

total charge	0
orbital gap	7.916	eV

```
31
Properties=species:S:1:pos:R:3:lowdin_charge:R:1
C -2.262 -0.881 0.609 -0.657
C 0.404 1.442 0.454 -0.038
C 1.564 0.830 0.245 -0.219
C -2.093 1.835 0.703 -0.194
C -2.428 1.338 -0.659 -0.386
C -0.899 0.936 0.643 -0.299
C -2.652 -2.258 1.182 -0.043
C 2.802 1.712 0.007 -0.014
C 0.412 -0.910 -1.896 -0.073
C 1.645 -1.257 -0.995 -0.157
C 1.697 -0.640 0.472 -0.340
N -1.169 -0.343 1.003 0.072
O 2.900 -1.066 1.054 0.004
S -3.115 -0.257 -0.757 1.011
H 0.456 2.503 0.238 0.119
H -1.889 2.863 0.806 0.107
H -2.781 1.506 1.409 0.087
H -2.516 2.042 -1.400 0.037
H -3.680 -2.356 0.921 0.051
H -2.355 -2.326 2.208 0.082
H -2.180 -2.851 0.460 0.055
H 3.469 1.368 -0.723 0.060
H 3.124 1.851 0.985 0.067
H 2.539 2.708 -0.406 0.093
H 0.329 0.188 -2.055 0.081
H -0.454 -1.215 -1.267 0.044
H 0.361 -1.549 -2.764 0.062
H 1.650 -2.383 -0.962 0.124
H 2.602 -0.991 -1.295 0.069
H 0.894 -1.045 1.190 0.162
H 3.625 -0.794 0.590 0.031
```

***

DFT (ωB97M-V with the def2-TZVPD basis set) results for the ion C11H17NP with charge +1 at a distorted geometry.

total charge	+1
orbital gap (spin up / spin down)	6.930 / 6.931	eV

```
30
Properties=species:S:1:pos:R:3:lowdin_charge:R:1
C 1.858 1.237 0.060 -0.169
C -0.485 0.197 0.151 -0.103
C -0.002 -0.970 0.472 0.198
C 3.946 -1.435 -0.937 -0.311
C -2.092 0.209 0.128 -0.088
C -0.337 -2.383 0.409 -0.129
C -2.472 -1.161 -0.262 -0.208
C -1.830 -2.283 0.567 -0.182
C 0.302 1.484 0.089 -0.464
C -0.042 2.250 -1.201 -0.026
C 0.026 2.299 1.350 0.002
N 2.339 0.132 0.111 -0.224
P 3.825 -0.518 0.448 0.890
H 2.361 2.155 -0.199 0.143
H 4.875 -2.092 -1.166 0.046
H 3.305 -1.363 -1.704 -0.061
H -2.440 0.506 1.163 0.158
H -2.633 0.795 -0.599 0.118
H -0.360 -2.927 -0.642 0.182
H 0.309 -2.916 1.084 0.126
H -3.610 -1.130 -0.261 0.162
H -2.153 -1.487 -1.219 0.116
H -2.330 -3.162 0.225 0.128
H -2.022 -2.045 1.593 0.123
H 0.392 1.871 -2.132 0.090
H 0.479 3.229 -1.133 0.101
H -1.181 2.297 -1.407 0.117
H 0.767 2.989 1.526 0.070
H 0.123 1.479 2.074 0.111
H -0.920 2.742 1.410 0.084
```

***

DFT (ωB97M-V with the def2-TZVPD basis set) results for a cluster of 2 separate species, C11H17NSSi in total at a distorted geometry.

total charge	0
orbital gap (spin up / spin down)	7.420 / 7.423	eV

```
31
Properties=species:S:1:pos:R:3:lowdin_charge:R:1
C 2.777 -0.827 2.834 -0.078
C 2.900 0.578 3.005 -0.047
C 2.243 -1.374 1.669 -0.084
C 2.669 1.404 1.887 -0.017
C 1.942 -0.558 0.614 -0.055
C 2.146 0.822 0.714 -0.223
C 1.924 1.708 -0.297 0.010
C 0.935 3.581 -1.623 -0.061
C -3.726 -1.912 -1.417 -0.197
C -1.505 0.259 -2.389 -0.209
C -2.297 -0.345 0.858 -0.206
N 1.467 2.591 -0.918 0.004
Si -2.034 -1.024 -0.977 0.445
S -0.419 -2.659 -1.167 0.398
H 2.909 -1.386 3.717 0.081
H 3.296 0.995 3.846 0.066
H 2.258 -2.434 1.713 0.098
H 2.861 2.453 1.838 0.106
H 1.620 -1.037 -0.283 0.044
H 1.087 4.520 -1.303 -0.015
H 0.597 3.307 -2.730 0.092
H -0.560 -3.688 -0.361 -0.245
H -4.510 -1.631 -0.808 -0.012
H -3.968 -1.699 -2.496 0.049
H -3.545 -2.898 -1.451 -0.045
H -0.443 0.400 -2.676 0.022
H -2.042 0.185 -3.271 -0.023
H -1.695 1.337 -2.100 0.037
H -1.716 -0.880 1.577 -0.010
H -1.836 0.728 0.840 0.058
H -3.336 -0.518 1.154 0.014
```

***

Number 1: E_tot -16444.2008 eV. Number 2: E_tot -49605.5752 eV. Number 3: E_tot -27320.0119 eV. Number 4: E_tot -29552.0992 eV. Number 5: E_tot -26051.9608 eV. Number 6: E_tot -22449.5380 eV. Number 7: E_tot -31882.4903 eV.